Entry 1:
Formula: C5H12N2
Source: the OMol25 dataset
Level of theory: ωB97M-V with the def2-TZVPD basis set

CARTESIAN COORDINATES (ANGSTROEM)
N -1.81015 -0.67011 0.96513
N 1.05324 -1.27018 -0.64534
C -0.97521 1.21466 -0.40540
C 0.45113 1.52142 -0.08541
C -2.01660 0.41628 0.38009
C 1.08972 0.59266 1.01624
C 1.22383 -0.89457 0.75578
H -1.69277 -1.44892 -2.33049
H 1.07473 -2.28142 -0.65718
H 0.45431 0.83620 1.87068
H 2.20723 -1.21573 1.13232
H -1.21752 -1.92559 -2.00916
H 0.17593 -0.88379 -0.95231
H 2.08922 0.99617 1.28130
H -1.36825 1.69219 -1.30756
H 1.07625 1.37402 -0.97338
H 0.65128 2.55929 0.26492
H -3.02737 0.80048 0.23177
H 0.56101 -1.41304 1.46802

Its molecular weight is 100.2 g mol⁻¹. For the gap between HOMO and LUMO, the calculation gives 5.79 eV. The calculation puts the LUMO energy at -1.986 eV. For the strongest force on any atom, the calculation gives 2.79 eV/A. The energy above the lowest of the compared OMol25 structures with the same formula, charge and spin is 6.557 eV. For the energy, the calculation gives -306.9884 Ha. For the HOMO energy, the calculation gives -0.2859 Eh.

***

Entry 2:
Formula: C5H12N2
Source: the OMol25 dataset
Level of theory: ωB97M-V with the def2-TZVPD basis set

CARTESIAN COORDINATES (ANGSTROEM)
N 1.35436 0.59662 1.36394
N 0.33877 -0.41586 -1.68531
C -0.88865 0.21365 0.45250
C 0.17191 1.30368 0.90978
C 2.54720 1.01343 1.31074
C -1.83752 -1.54987 -1.02779
C -0.52221 -0.85423 -0.55223
H 0.40393 1.83209 -0.02966
H -1.09216 -0.20007 1.45960
H 1.15777 -0.96750 -1.45826
H -1.80196 0.79201 0.19715
H -2.22851 -2.27968 -0.33193
H -1.46910 -1.84984 -2.00606
H 3.27876 0.42834 0.76251
H -0.40872 1.92274 1.61065
H -2.65505 -0.84049 -1.20191
H 2.83666 2.01553 1.75875
H 0.78330 0.48928 -1.50541
H 0.03123 -1.64981 -0.02706

The SMILES is C=NCC[C@@H](C)N. Its molecular weight is 100.2 g mol⁻¹. For the gap between HOMO and LUMO, the calculation gives 9.05 eV. The calculation puts the LUMO energy at 0.426 eV. For the strongest force on any atom, the calculation gives 2.75 eV/A. The energy above the lowest of the compared OMol25 structures with the same formula, charge and spin is 3.214 eV. For the energy, the calculation gives -307.1112 Ha. For the HOMO energy, the calculation gives -0.3170 Eh.

***

Entry 3:
Formula: C5H12N2
Source: the OMol25 dataset
Level of theory: ωB97M-V with the def2-TZVPD basis set

CARTESIAN COORDINATES (ANGSTROEM)
N -1.36776 0.27256 -2.48929
N 1.90955 -0.30944 1.93114
C 0.41530 -0.93919 0.08355
C 0.66954 -0.00723 1.26066
C -0.98284 -0.95694 -0.45010
C -1.51846 0.10208 -1.16921
C 0.57766 1.50776 0.73651
H -0.17422 1.48844 -0.07287
H -1.61904 -1.80519 -0.23536
H 0.21889 2.25818 1.43108
H 0.80890 -1.88718 0.42229
H 1.47067 1.67957 0.13078
H -2.47216 0.58907 -0.94892
H -1.85264 1.09474 -2.82961
H 0.96367 -0.57403 -0.80127
H 2.52047 0.45930 2.14257
H -0.09465 0.14088 2.04086
H -0.63045 -0.07018 -3.09650
H 1.76574 -0.90470 2.73371

Its molecular weight is 100.2 g mol⁻¹. As for the charge: +1. For the gap between HOMO and LUMO (spin up / spin down), the calculation gives 7.37 / 6.77 eV. The calculation puts the LUMO energy (spin up / spin down) at -5.283 / -5.935 eV. For the strongest force on any atom, the calculation gives 4.31 eV/A. The energy above the lowest of the compared OMol25 structures with the same formula, charge and spin is 2.543 eV. For the energy, the calculation gives -306.8578 Ha. For the HOMO energy (spin up / spin down), the calculation gives -0.4651 / -0.4670 Eh. As for the spin multiplicity: 2.

***

Entry 4:
Formula: C5H12N2O
Source: the OMol25 dataset
Level of theory: ωB97M-V with the def2-TZVPD basis set

CARTESIAN COORDINATES (ANGSTROEM)
O 0.57596 -1.86325 0.32436
N -1.09636 -1.41051 -1.88824
N 0.97471 0.35971 0.52376
C 1.76289 0.13562 1.70197
C -0.89461 -0.41086 -0.87472
C 1.24387 1.56202 -0.22811
C 0.31270 -0.73053 -0.01878
C -2.08113 -0.21602 0.11787
H -1.75926 -1.10104 -2.58176
H -1.77322 -0.29254 1.15280
H -1.31542 -2.31972 -1.50848
H 1.05358 1.48511 -1.29996
H 0.76956 2.46393 0.14472
H 1.15240 -0.11109 2.58259
H 2.30077 1.81324 -0.19301
H 2.39202 0.98608 1.94767
H -0.74503 0.53848 -1.37863
H -2.83582 -0.96774 -0.12462
H -2.50391 0.77471 -0.02786
H 2.46629 -0.69561 1.62841

The SMILES is C[C@H](N)C(=O)N(C)C. Its molecular weight is 116.2 g mol⁻¹. For the gap between HOMO and LUMO, the calculation gives 9.93 eV. The calculation puts the LUMO energy at 0.845 eV. For the strongest force on any atom, the calculation gives 1.36 eV/A. The energy above the lowest of the compared OMol25 structures with the same formula, charge and spin is 1.345 eV. For the energy, the calculation gives -382.4531 Ha. For the HOMO energy, the calculation gives -0.3339 Eh.

***

Entry 5:
Formula: C5H12N2O
Source: the OMol25 dataset
Level of theory: ωB97M-V with the def2-TZVPD basis set

CARTESIAN COORDINATES (ANGSTROEM)
O -1.67224 0.64754 -1.55037
N -0.75073 -1.18525 -0.48797
N 2.25673 0.13180 -0.49826
C 0.17559 -0.69341 0.51545
C -0.09787 0.92811 0.68880
C -0.82013 -0.36188 -1.69301
C -1.48276 1.45272 1.13440
C 1.66839 -0.86251 0.40393
H 0.77834 1.36261 1.17437
H 3.28149 0.04434 -0.61758
H -1.17057 -1.06062 -2.47249
H -0.60690 -2.12413 -0.72919
H -1.64464 2.51895 0.95742
H 0.23766 -0.12613 -1.96627
H 1.83480 -1.90193 0.00701
H -1.78182 1.15221 2.15233
H -0.11846 -1.28298 1.40283
H -2.18633 0.93829 0.45815
H 2.05755 -0.82508 1.46090
H 0.04190 1.24734 -0.34046

Its molecular weight is 116.2 g mol⁻¹. For the gap between HOMO and LUMO, the calculation gives 4.35 eV. The calculation puts the LUMO energy at -3.769 eV. For the strongest force on any atom, the calculation gives 4.22 eV/A. The energy above the lowest of the compared OMol25 structures with the same formula, charge and spin is 8.767 eV. For the energy, the calculation gives -382.1803 Ha. For the HOMO energy, the calculation gives -0.2984 Eh.

***

Entry 6:
Formula: C5H12N2O
Source: the OMol25 dataset
Level of theory: ωB97M-V with the def2-TZVPD basis set

CARTESIAN COORDINATES (ANGSTROEM)
O -1.44827 2.82249 -1.09180
N -0.89000 -1.33937 1.65799
N 0.01881 2.48650 0.71760
C -0.85554 3.14771 -0.02988
C 0.25072 1.16444 0.17156
C 0.74074 0.94432 -1.19854
C -0.06963 -2.67608 -0.62683
C 1.12846 -2.41771 0.01893
H 1.04533 -1.87134 0.99247
H -0.27243 -3.53446 -1.20086
H 0.81299 0.63145 0.87579
H -0.75984 0.85226 0.21037
H -1.78137 -0.94393 1.47512
H 1.78838 0.71993 -1.25093
H -0.63520 -1.17469 2.58550
H 0.42790 1.86895 -1.70153
H 2.10367 -2.96663 -0.13439
H -0.92722 4.21769 0.37225
H 0.16729 0.08175 -1.64340
H -0.84480 -2.01328 -0.19944

Its molecular weight is 116.2 g mol⁻¹. For the gap between HOMO and LUMO, the calculation gives 4.11 eV. The calculation puts the LUMO energy at -4.455 eV. For the strongest force on any atom, the calculation gives 4.38 eV/A. The energy above the lowest of the compared OMol25 structures with the same formula, charge and spin is 10.309 eV. For the energy, the calculation gives -382.1237 Ha. For the HOMO energy, the calculation gives -0.3146 Eh.

***

Entry 7:
Formula: C5H12N2O
Source: the OMol25 dataset
Level of theory: ωB97M-V with the def2-TZVPD basis set

CARTESIAN COORDINATES (ANGSTROEM)
O -0.35595 -1.07495 0.95637
N 1.87639 0.07949 0.65286
N 1.19591 -1.45513 -0.96098
C 1.21991 -1.11771 0.39831
C -2.34065 -0.30939 -0.15967
C 1.30451 1.31516 0.04880
C -1.07014 0.02996 0.60801
C -0.14890 1.16460 -0.37663
H 1.60325 -1.94075 1.00608
H 0.78859 -0.69218 -1.50739
H -0.23963 0.92592 -1.43698
H -2.97616 -0.93779 0.46588
H -0.69442 2.09212 -0.21116
H 1.93955 1.56756 -0.80797
H 1.41640 2.10813 0.79188
H -1.29334 0.63715 1.49956
H -2.88059 0.59637 -0.42846
H 2.07517 0.18419 1.63813
H 0.68109 -2.31307 -1.11084
H -2.10099 -0.85968 -1.06579

The SMILES is C[C@@H]1CCN[C@H](N)O1. Its molecular weight is 116.2 g mol⁻¹. For the gap between HOMO and LUMO, the calculation gives 9.82 eV. The calculation puts the LUMO energy at 0.985 eV. For the strongest force on any atom, the calculation gives 3.56 eV/A. The energy above the lowest of the compared OMol25 structures with the same formula, charge and spin is 2.234 eV. For the energy, the calculation gives -382.4204 Ha. For the HOMO energy, the calculation gives -0.3246 Eh.

***

Entry 8:
Formula: C5H12N2O
Source: the OMol25 dataset
Level of theory: ωB97M-V with the def2-TZVPD basis set

CARTESIAN COORDINATES (ANGSTROEM)
O -0.21899 1.67652 -0.01645
N -1.50359 -1.56042 0.04422
N -0.59698 -0.48660 0.06049
C -1.05477 0.77104 0.06856
C -2.53861 1.00664 -0.03168
C 1.71747 0.06839 -1.28352
C 1.15292 -0.44415 0.01988
C 1.77610 0.14458 1.26317
H 1.22986 -1.53130 0.05075
H 2.80671 -0.20892 1.34659
H 1.23335 -0.16464 2.15513
H 1.14477 -0.30490 -2.13108
H -2.84328 0.93575 -1.07429
H 1.78178 1.22985 1.22081
H -1.33160 -2.14386 -0.77116
H -1.36104 -2.13807 0.86949
H 2.74651 -0.28441 -1.38779
H -2.76249 1.99932 0.35417
H 1.72130 1.15411 -1.30944
H -3.09941 0.28108 0.55215

The SMILES is CC(=O)N(N)C(C)C. Its molecular weight is 116.2 g mol⁻¹. For the gap between HOMO and LUMO, the calculation gives 10.01 eV. The calculation puts the LUMO energy at 0.868 eV. For the strongest force on any atom, the calculation gives 3.16 eV/A. The energy above the lowest of the compared OMol25 structures with the same formula, charge and spin is 2.367 eV. For the energy, the calculation gives -382.4155 Ha. For the HOMO energy, the calculation gives -0.3360 Eh.